This record from the OMol25 dataset describes a single C3H7N3S molecule at a distorted geometry. The level of theory is wB97M-V/def2-TZVPD.

```
14
Properties=species:S:1:pos:R:3:forces:R:3:nbo_charge:R:1
H 0.5142 1.8375 3.4562 1.0 -0.5 -1.7 0.338
N 1.2070 1.6818 2.6496 -1.2 -1.8 -0.6 -0.657
C 0.8295 0.8339 1.7365 -2.0 1.4 0.8 0.272
N -0.5256 0.2345 1.6874 3.1 0.2 -1.3 -0.646
C -1.1278 -0.4705 0.6629 -1.7 -0.2 0.0 0.267
N -0.8630 -0.7053 -0.5596 1.2 0.0 0.2 -0.620
S 0.6831 -0.2914 -1.2225 -0.6 -0.6 0.2 0.331
C 0.3642 -0.8119 -2.9223 -1.8 1.3 0.0 -0.752
H 1.3872 0.6308 0.7812 -0.2 0.3 1.5 0.201
H -1.1149 0.3860 2.4556 -0.6 0.3 1.2 0.396
H -2.1404 -0.8507 0.9821 1.0 0.5 -0.2 0.176
H 0.1095 -1.8881 -3.0609 0.6 0.8 0.2 0.232
H -0.5575 -0.1685 -3.1786 1.4 -1.2 -0.1 0.230
H 1.2343 -0.4183 -3.4673 -0.4 -0.5 -0.1 0.232
```
Positions in Å, forces in eV/Å.

Values from the calculation:
Structure (SMILES): [H]/N=C\N/C=N\SC
Spin multiplicity: 1
HOMO (eV): -8.23

=====

This record from the OMol25 dataset describes 3 unconnected molecules or ions with the total composition C12H18B3BrFNO11 at a distorted geometry. The level of theory is wB97M-V/def2-TZVPD.

```
47
Properties=species:S:1:pos:R:3:forces:R:3:nbo_charge:R:1
N 4.2943 -4.9493 -0.5585 -0.4 0.9 -0.7 -1.134
B 3.4095 -4.4925 -1.6773 1.0 0.2 -0.9 1.260
O 3.8101 -3.2479 -2.3569 -3.1 -0.2 2.2 -0.899
B 2.6577 -2.3798 -2.1112 0.8 -0.3 -2.4 1.210
C 2.7283 -1.1094 -1.1050 -0.5 0.9 1.2 -0.928
C 2.6432 0.2957 -1.8522 0.5 -1.0 -3.0 0.911
O 2.8322 0.3273 -3.0815 -0.9 1.0 5.0 -0.538
F 2.3472 1.4604 -1.0700 0.7 -2.6 -1.8 -0.350
O 1.4407 -2.7958 -2.8133 1.5 -1.7 3.3 -0.891
B 1.1609 -4.1099 -2.2297 0.1 0.1 -1.4 1.183
C -0.3725 -4.3193 -1.6863 -0.2 1.2 0.4 -0.856
C -0.6827 -3.0123 -0.7669 1.3 -1.7 4.1 0.523
O -0.4593 -3.0484 0.4593 -0.9 0.3 -4.9 -0.516
Br -1.3694 -1.3084 -1.5232 0.4 -1.1 0.1 -0.029
O 2.1859 -5.1435 -2.1019 -0.2 3.5 1.3 -0.880
H 4.0924 -4.2795 0.2167 0.1 -0.9 -0.4 0.393
H 5.2854 -4.7341 -0.7971 -1.0 -0.1 0.1 0.394
H 3.6737 -1.1325 -0.4444 -1.4 0.2 -1.1 0.291
H 1.8477 -1.1983 -0.3592 1.3 0.3 -1.0 0.299
H -1.1549 -4.3126 -2.5151 1.1 -0.3 1.0 0.277
H -0.4225 -5.2214 -0.9918 -0.2 1.3 -1.0 0.278
C -0.7863 2.6580 3.6555 0.1 -0.1 0.1 -0.621
C 0.5462 1.9493 3.7538 -1.1 0.7 0.4 0.059
C 1.7260 2.8160 3.4314 0.3 0.5 0.4 -0.094
O 2.6874 1.8602 2.9973 -0.1 -0.6 -0.3 -0.490
C 1.9867 0.8092 2.4903 0.0 -0.5 -0.4 0.978
O 2.4745 -0.0957 1.8754 -0.2 0.5 0.3 -0.604
O 0.6599 0.9223 2.7711 1.0 -0.2 -0.2 -0.481
H -1.6050 1.9396 3.6920 0.2 0.1 0.2 0.251
H -0.9056 3.3719 4.4746 0.1 -0.1 0.0 0.211
H -0.8845 3.1942 2.7104 0.2 -0.1 0.2 0.225
H 0.6473 1.4789 4.7388 0.1 0.0 -0.1 0.179
H 2.0930 3.3690 4.2973 0.1 -0.1 -0.1 0.202
H 1.5426 3.5169 2.6103 -0.2 -0.1 0.1 0.186
C -5.2662 2.3758 -2.0003 -0.3 -0.1 0.2 -0.626
C -4.0751 2.8265 -1.1841 -0.9 0.0 -0.9 0.059
C -2.8038 2.1035 -1.5105 0.5 0.1 -0.4 -0.095
O -2.0715 2.2217 -0.2884 -0.5 0.1 0.6 -0.485
C -3.0023 2.3279 0.7077 0.1 -0.2 0.9 0.978
O -2.7676 2.2688 1.8827 -0.5 0.0 -1.6 -0.591
O -4.2498 2.5121 0.1920 0.7 -0.1 0.4 -0.488
H -6.1916 2.7774 -1.5798 0.1 0.1 -0.1 0.232
H -5.1774 2.7067 -3.0375 0.0 0.0 0.1 0.223
H -5.3642 1.2867 -1.9896 0.1 0.1 0.0 0.218
H -3.9545 3.9130 -1.2643 0.1 -0.1 0.0 0.183
H -2.2584 2.5621 -2.3368 0.1 0.0 0.2 0.209
H -2.9475 1.0398 -1.7239 -0.2 0.1 0.0 0.185
```
Positions in Å, forces in eV/Å.

Values from the calculation:
Structure (SMILES): NB1OB(CC(=O)F)OB(CC(=O)Br)O1.C[C@@H]1COC(=O)O1.C[C@@H]1COC(=O)O1
Spin multiplicity: 1
HOMO (eV): -10.37

=====

Table of energy above the lowest of the compared OMol25 structures with the same formula, charge and spin (kJ/mol), in record order: 190.72, 202.78